Entry 1:
C6H8LaLiO6 as an isolated structure in a non-equilibrium geometry, computed with ωB97M-V/def2-TZVPD.

Geometry as XYZ:
```
22
Properties=species:S:1:pos:R:3:forces:R:3:lowdin_charge:R:1
La 0.172343 2.944971 -0.154065 0.34 1.63 0.89 2.235
O -1.749980 2.019646 0.419776 -0.74 0.74 -0.25 -0.201
O -1.799121 -0.129017 -0.169162 0.13 2.35 1.24 0.034
C 2.310590 0.694440 -1.108636 0.64 -0.31 0.29 -0.183
C 1.347359 1.704373 -1.693641 0.38 -1.23 -0.98 -0.381
O -2.062009 0.488798 2.040023 0.36 0.55 -0.57 0.058
C -1.921883 0.888849 0.898230 -0.34 -3.29 0.12 -0.638
H 2.848844 0.089600 -1.850856 -0.16 0.32 0.21 0.146
H 3.049846 1.163059 -0.444571 -0.06 -0.10 -0.19 0.132
H 0.783694 1.246071 -2.523097 0.09 0.18 0.12 0.078
H 1.970916 2.498540 -2.138094 0.04 0.01 -0.14 0.065
Li -0.284018 0.209879 2.880390 -0.23 -0.33 -0.18 0.823
O 0.884848 1.059216 1.242883 0.14 1.43 0.41 -0.171
O 1.661370 -0.367141 -0.311754 0.03 -0.07 -0.17 0.070
C -1.972632 -1.424364 0.080108 1.42 -3.91 1.55 -0.173
C -0.755609 -2.264575 0.217868 -2.50 0.29 -5.35 0.095
O 0.394793 -1.081777 1.349983 0.25 0.39 0.58 -0.023
C 1.026090 -0.107906 0.784766 -1.25 -1.97 -0.81 -0.689
H -2.954106 -1.806407 -0.217330 0.26 -0.56 0.34 0.180
H -0.965902 -3.340699 0.192890 -0.21 -0.07 0.91 0.137
H -0.094714 -2.195958 -0.652039 1.68 1.04 1.26 0.134
H -1.890714 -2.289608 1.156331 -0.27 2.93 0.74 0.270
```
Positions in Å, forces in eV/Å.

## Properties
- E_LUMO (eV) = -7.78
- relative energy (zero: lowest compared OMol25 entry of this formula, charge and spin) (kJ/mol) = 336.87
- total charge = +2
- 2S+1 = 1
- frontier orbital gap (Ha) = 0.3185


Entry 2:
C6H8LiO6Tm as an isolated structure in a non-equilibrium geometry, computed with ωB97M-V/def2-TZVPD.

Geometry as XYZ:
```
22
Properties=species:S:1:pos:R:3:forces:R:3:lowdin_charge:R:1
O -2.515098 -1.749276 -0.169044 0.89 0.23 -1.31 -0.012
C -1.536011 -1.103840 -0.790858 -1.14 0.27 4.30 0.088
C -3.115250 -1.094184 0.979299 0.31 -0.59 0.07 -0.087
O -0.631630 -0.740916 0.179180 -1.11 -1.38 -1.49 0.049
O -2.864193 0.722636 -0.513574 0.28 0.23 0.41 -0.206
C -3.697200 0.229915 0.473646 -1.07 0.09 -0.54 -0.262
H -2.355395 -0.909762 1.747315 -0.09 -0.14 -0.30 0.135
H -3.897267 -1.775428 1.335091 0.33 0.23 -0.15 0.150
H -3.871474 0.860656 1.370366 0.56 0.06 -0.52 0.141
H -4.700526 0.026757 0.045752 0.47 0.03 0.03 0.137
O 1.279912 -1.172896 -1.073702 -0.48 0.15 -0.08 0.027
C 0.645898 -0.276589 -0.237471 1.73 1.09 -0.42 -0.815
C 1.807430 -2.208361 -0.258505 0.17 -0.45 0.15 -0.101
O 0.588357 0.953827 -0.705662 -0.54 0.31 -0.02 -0.321
O 1.446029 -0.266992 0.958769 -0.30 0.22 0.18 -0.193
C 2.221106 -1.468578 1.023036 0.13 -0.39 0.11 -0.106
H 2.654302 -2.660894 -0.782913 -0.28 0.07 0.10 0.145
H 1.035227 -2.966094 -0.060894 0.25 0.14 -0.04 0.138
H 3.283099 -1.195633 1.029680 -0.21 -0.11 0.02 0.126
H 1.967501 -2.023951 1.932833 0.11 0.15 -0.21 0.140
Li -1.262840 1.451265 -0.913315 0.19 0.07 -0.18 0.686
Tm 2.226997 2.113140 0.539244 -0.19 -0.26 -0.13 1.140
```
Positions in Å, forces in eV/Å.

## Properties
- E_LUMO (alpha / beta) (eV) = -3.06 / -6.62
- relative energy (zero: lowest compared OMol25 entry of this formula, charge and spin) (kJ/mol) = 417.94
- total charge = +1
- 2S+1 = 4
- frontier orbital gap (alpha / beta) (Ha) = 0.2169 / 0.1493


Entry 3:
C6H8LiO7 as an isolated structure in a non-equilibrium geometry, computed with ωB97M-V/def2-TZVPD.

Geometry as XYZ:
```
22
Properties=species:S:1:pos:R:3:forces:R:3:lowdin_charge:R:1
Li -0.256624 -1.326764 1.275569 -0.33 1.22 -1.20 0.682
C 0.288727 0.968115 -2.635931 -0.41 1.08 -0.35 -0.030
C 0.033146 0.332260 -1.424431 1.15 -1.14 -1.37 -0.406
C -0.286706 1.172195 -0.198405 -2.27 -0.49 0.89 -0.398
O -0.761681 0.572363 0.841711 1.11 -1.05 0.16 -0.188
C -0.404805 2.528837 -0.306139 1.24 1.37 -0.33 -0.029
C -0.046120 3.239061 -1.489929 -0.22 -0.38 -1.28 -0.380
C 0.368342 2.384975 -2.768856 0.25 0.44 1.11 -0.393
O 0.784189 3.039447 -3.723085 -0.14 -0.44 -0.47 -0.022
O -0.135154 4.453225 -1.660038 0.07 -0.03 0.55 -0.009
O 0.132415 -0.938993 -1.369309 -0.56 0.59 1.34 -0.117
H 0.395717 0.389160 -3.544701 0.28 -0.24 0.11 0.089
H -0.604770 3.197223 0.525218 -0.36 -0.45 0.29 0.097
O -1.281981 -1.836749 2.899654 0.22 -0.30 0.44 -0.081
H -0.676367 -2.382676 3.415437 -0.07 0.13 0.04 0.047
H -2.160333 -2.118679 3.170979 -0.05 0.13 -0.22 0.062
O 1.591434 -1.084022 2.075661 0.23 -0.59 0.32 -0.068
H 2.278027 -1.746716 1.940674 -0.01 0.15 -0.15 0.057
H 2.040377 -0.336778 2.484344 -0.29 0.19 -0.19 0.069
O -0.431125 -3.130857 0.286332 0.14 -0.61 0.64 -0.087
H -0.972191 -3.514900 -0.410434 0.09 0.46 -0.21 0.061
H 0.105487 -3.859722 0.615681 -0.07 -0.03 -0.12 0.045
```
Positions in Å, forces in eV/Å.

## Properties
- E_LUMO (eV) = 1.28
- relative energy (zero: lowest compared OMol25 entry of this formula, charge and spin) (kJ/mol) = 14.32
- total charge = -1
- 2S+1 = 1
- frontier orbital gap (Ha) = 0.1424


Entry 4:
An isolated ion of composition C6H8N and charge +1 in a non-equilibrium geometry, computed with ωB97M-V/def2-TZVPD.

Geometry as XYZ:
```
15
Properties=species:S:1:pos:R:3:forces:R:3:lowdin_charge:R:1
C 1.108475 1.758003 -1.160642 -0.37 2.38 -0.24 0.070
C 0.621642 0.692155 -0.664729 -0.71 1.06 -1.66 -0.186
C -0.615748 -0.519340 2.231643 -1.60 2.10 3.31 0.209
C -0.109541 1.228771 -1.912452 1.87 -0.10 1.64 -0.027
C -0.137725 -1.522563 0.001655 4.20 -2.74 1.65 0.070
C 0.898829 -0.424340 0.160705 -1.75 1.00 -0.55 -0.105
N -0.064745 -0.739052 1.167509 -0.13 0.10 -1.28 -0.033
H 1.576738 2.741457 -1.021426 0.39 -0.99 -0.32 0.133
H -0.508582 0.412251 2.813356 0.91 -0.48 -0.34 0.147
H -1.355617 -1.154348 2.658065 -0.69 -0.83 -0.25 0.124
H -0.953122 1.838756 -1.911001 -1.70 0.61 0.73 0.068
H 0.040320 0.796396 -2.847664 0.57 -0.89 -1.44 0.068
H -0.938698 -1.435823 -0.650665 -1.33 0.40 -1.06 0.133
H 0.345507 -2.477460 0.214187 -0.80 -0.33 -0.51 0.153
H 1.902282 -0.357697 0.483172 1.13 -1.32 0.33 0.175
```
Positions in Å, forces in eV/Å.

## Properties
- SMILES string = C=[N+]1C[C@H]1C1=CC1
- E_LUMO (eV) = -4.92
- relative energy (zero: lowest compared OMol25 entry of this formula, charge and spin) (kJ/mol) = 624.24
- total charge = +1
- 2S+1 = 1
- frontier orbital gap (Ha) = 0.3138


Entry 5:
An isolated ion of composition C6H8N and charge +1 in a non-equilibrium geometry, computed with ωB97M-V/def2-TZVPD.

Geometry as XYZ:
```
15
Properties=species:S:1:pos:R:3:forces:R:3:lowdin_charge:R:1
C 0.264731 0.422041 1.213885 -4.23 1.17 -0.08 -0.092
C 0.488275 1.744733 0.419462 -0.91 -5.29 -1.26 -0.001
C 0.280106 1.432919 -0.872984 0.00 -0.04 0.03 0.024
C -0.497760 -0.031370 -1.074088 -0.72 1.40 -2.03 -0.192
C -0.525101 -0.586927 0.342047 2.13 2.28 -1.15 -0.245
C -0.279690 -1.474829 -1.617601 -0.14 1.17 0.44 0.312
N 0.176409 -1.783713 -0.154453 -0.78 -0.91 0.07 0.066
H 1.063098 -0.050122 1.657395 2.13 -0.62 1.11 0.094
H -0.496960 0.652856 1.948025 0.37 0.13 1.05 0.118
H 0.697762 2.590920 1.004654 0.73 1.27 -0.12 0.109
H 0.597264 2.128412 -1.648220 -0.81 -0.52 -0.45 0.107
H -1.518036 0.102231 -1.655006 1.58 0.32 1.09 0.188
H -1.529676 -0.849995 0.534904 -0.76 -0.44 1.20 0.155
H 1.097745 -1.690937 -0.548215 1.79 0.73 0.82 0.165
H 0.181833 -2.606219 0.450193 -0.38 -0.65 -0.71 0.192
```
Positions in Å, forces in eV/Å.

## Properties
- E_LUMO (eV) = -6.05
- relative energy (zero: lowest compared OMol25 entry of this formula, charge and spin) (kJ/mol) = 769.79
- total charge = +1
- 2S+1 = 1
- frontier orbital gap (Ha) = 0.2969


Entry 6:
An isolated ion of composition C6H8N and charge +1 in a non-equilibrium geometry, computed with ωB97M-V/def2-TZVPD.

Geometry as XYZ:
```
15
Properties=species:S:1:pos:R:3:forces:R:3:lowdin_charge:R:1
C 0.134305 -0.131755 -0.516583 0.34 0.76 2.84 0.079
C 0.126269 -1.085924 -1.251807 0.86 1.63 0.66 -0.073
C 0.959776 0.416159 2.859040 -2.27 -0.16 -1.31 0.196
C 0.099176 0.906621 0.573672 -1.75 -2.86 -4.63 -0.266
C 0.324928 -1.992352 -2.297865 -0.42 -1.79 -3.82 -0.095
C -0.744177 2.026941 0.107903 0.65 1.42 1.08 0.013
N 0.605301 0.690508 1.674007 0.62 -0.41 2.91 0.132
H 2.015386 0.464171 2.953144 0.85 0.18 1.25 0.109
H 0.133304 0.104290 3.603181 1.77 0.28 -1.06 0.165
H -0.658296 -2.521432 -2.520984 1.20 0.48 0.18 0.117
H 1.109255 -2.778177 -2.158039 -0.68 0.78 0.28 0.106
H 0.606963 -1.438319 -3.309673 -0.62 -0.91 2.18 0.150
H -1.285301 2.416818 0.998383 0.40 0.29 -0.77 0.111
H 0.041429 2.756245 -0.289511 -1.66 -0.46 0.07 0.145
H -1.466604 1.593274 -0.610615 0.70 0.76 0.15 0.113
```
Positions in Å, forces in eV/Å.

## Properties
- SMILES string = C=[N+]=C(C)C#CC
- E_LUMO (eV) = -5.11
- relative energy (zero: lowest compared OMol25 entry of this formula, charge and spin) (kJ/mol) = 445.33
- total charge = +1
- 2S+1 = 1
- frontier orbital gap (Ha) = 0.3383